(1)
Here is a cluster of 15 separate species, C28H25BBr2Cl58N3O7P2 in total in a non-equilibrium geometry from the Open Molecules 2025 dataset. Energies are from the ωB97M-V functional and the def2-TZVPD basis.

```
126
C28H25BBr2Cl58N3O7P2 the ωB97M-V functional and the def2-TZVPD basis
C 3.04 3.33 -0.17
O 3.19 2.46 -1.28
C 4.38 1.71 -1.28
C 4.27 0.42 -0.41
C 2.82 -0.02 -0.40
C 2.66 -1.45 0.15
N 1.33 -2.00 -0.11
C 0.47 -2.39 0.77
C 0.55 -2.10 2.22
C 0.63 -0.59 2.44
O -0.24 0.19 2.07
Br 2.20 0.08 3.39
C -0.60 -3.24 0.07
O 0.09 -4.48 -0.05
N -0.80 -5.67 -0.18
O -0.21 -6.62 0.07
P -2.03 -3.56 1.23
O -1.54 -4.30 2.42
C -0.76 -2.41 -1.23
B -1.39 -3.10 -2.56
N -2.00 -4.41 -2.53
O -1.41 -2.36 -3.74
C -1.72 -1.22 -0.90
Cl -3.35 -1.85 -1.30
C -1.54 0.08 -1.69
C -2.74 1.01 -1.45
Cl -0.08 0.95 -1.16
C 0.75 -2.11 -1.46
P 1.60 -3.40 -2.59
O 2.61 -2.48 -3.50
Br 2.97 -4.67 -1.39
H 3.93 3.37 0.44
H 2.17 3.02 0.42
H 2.84 4.34 -0.52
H 5.24 2.31 -0.96
H 4.53 1.38 -2.30
H 4.59 0.70 0.60
H 4.94 -0.31 -0.85
H 2.22 0.63 0.22
H 2.47 -0.02 -1.43
H 3.40 -2.08 -0.32
H 2.87 -1.45 1.21
H 1.39 -2.57 2.73
H -0.35 -2.42 2.75
H -3.08 -4.19 0.54
H -2.54 -2.31 1.62
H -1.33 -5.14 -2.76
H -2.77 -4.45 -3.19
H -0.54 -2.21 -4.12
H -1.67 -0.95 0.15
H -1.48 -0.13 -2.75
H -2.40 2.03 -1.38
H -3.22 0.79 -0.50
H -3.46 0.96 -2.27
H 0.89 -1.21 -2.05
H 3.53 -2.71 -3.30
C -4.07 3.77 -4.64
Cl -3.80 3.88 -2.90
Cl -5.68 4.37 -5.07
Cl -2.84 4.72 -5.47
Cl -3.95 2.07 -5.15
C -0.30 -4.59 -7.36
Cl 0.76 -3.70 -6.25
Cl -1.81 -5.02 -6.56
Cl -0.65 -3.57 -8.76
Cl 0.53 -6.05 -7.88
C -8.92 3.59 -7.54
Cl -9.75 2.18 -6.88
Cl -8.72 4.80 -6.26
Cl -7.33 3.11 -8.15
Cl -9.86 4.28 -8.85
C 7.17 -1.63 4.07
Cl 7.47 0.08 4.34
Cl 6.77 -2.41 5.61
Cl 5.80 -1.82 2.96
Cl 8.60 -2.39 3.38
C -0.79 -4.81 6.37
Cl 0.13 -4.60 7.86
Cl -2.51 -4.92 6.75
Cl -0.51 -3.43 5.30
Cl -0.27 -6.29 5.55
C 6.49 5.68 -0.49
Cl 8.05 6.49 -0.43
Cl 5.20 6.84 -0.16
Cl 6.25 4.97 -2.09
Cl 6.45 4.40 0.73
C 3.99 -5.88 2.67
Cl 3.20 -7.15 3.60
Cl 2.73 -4.84 1.95
Cl 5.04 -4.95 3.73
Cl 4.94 -6.58 1.36
C 5.08 -10.74 2.87
Cl 6.07 -12.13 2.44
Cl 6.04 -9.59 3.81
Cl 4.50 -9.95 1.39
Cl 3.69 -11.27 3.82
C 6.08 -6.90 -3.09
Cl 6.44 -5.18 -2.83
Cl 5.68 -7.66 -1.55
Cl 4.71 -7.05 -4.19
Cl 7.49 -7.68 -3.78
C -2.02 3.77 2.66
Cl -0.36 3.41 2.18
Cl -2.65 2.43 3.63
Cl -2.06 5.25 3.61
Cl -3.01 3.98 1.21
C -6.76 1.99 0.99
Cl -7.83 0.61 0.78
Cl -5.99 2.35 -0.55
Cl -7.69 3.38 1.59
Cl -5.50 1.60 2.17
C -6.52 7.12 -1.21
Cl -5.18 7.99 -0.45
Cl -6.94 5.70 -0.24
Cl -7.91 8.19 -1.35
Cl -6.02 6.56 -2.82
C -2.50 9.55 3.59
Cl -1.04 10.51 3.47
Cl -3.88 10.59 3.90
Cl -2.76 8.66 2.07
Cl -2.33 8.38 4.91
C -3.97 12.48 7.69
Cl -3.22 12.88 9.24
Cl -5.72 12.39 7.89
Cl -3.58 13.73 6.50
Cl -3.37 10.93 7.11
```

Output
- Total charge: +1


(2)
Here is a structure of composition C28H25BClCrN6O2S in a non-equilibrium geometry from the Open Molecules 2025 dataset. Energies are from the ωB97M-V functional and the def2-TZVPD basis.

```
65
C28H25BClCrN6O2S the ωB97M-V functional and the def2-TZVPD basis
Cr 0.24 0.36 0.95
O 0.67 5.91 -3.29
C -0.38 5.56 -2.71
O -1.53 6.03 -2.77
C -0.21 4.36 -1.74
C 1.02 3.74 -1.57
C 1.14 2.66 -0.72
N 0.10 2.16 -0.03
C -1.09 2.77 -0.17
C -1.28 3.85 -1.01
C -2.13 2.14 0.65
C -3.45 2.54 0.65
C -4.33 1.89 1.57
C -3.88 0.90 2.37
C -2.50 0.38 2.22
N -1.62 1.17 1.40
C 2.38 1.97 -0.43
C 3.59 2.19 -1.09
C 4.72 1.55 -0.63
C 4.62 0.75 0.50
C 3.38 0.55 1.07
N 2.26 1.09 0.57
H 1.87 4.14 -2.11
H -2.24 4.32 -1.12
H -3.79 3.35 0.03
H -5.36 2.23 1.63
H -4.52 0.43 3.11
H -2.01 0.18 3.19
H 3.62 2.85 -1.94
H 5.67 1.68 -1.14
H 5.49 0.26 0.92
H 3.26 -0.06 1.95
Cl -1.90 -2.85 -1.67
C -0.19 -2.61 -1.97
C 0.51 -3.72 -2.41
C 1.84 -3.60 -2.78
C 2.44 -2.34 -2.72
C 1.72 -1.25 -2.28
C 0.38 -1.33 -1.85
C -0.29 -0.15 -1.33
H 0.01 -4.68 -2.48
H 2.40 -4.46 -3.10
H 3.48 -2.22 -3.00
H 2.20 -0.28 -2.22
H -1.38 -0.21 -1.34
H 0.04 0.73 -1.88
C -4.34 -2.61 1.68
N -3.07 -2.12 2.15
C -2.04 -2.99 2.48
C -0.85 -2.45 2.06
N -1.04 -1.29 1.40
C -2.44 -1.02 1.47
H -4.66 -3.45 2.30
H -4.28 -2.95 0.63
H -5.08 -1.82 1.74
H -2.22 -3.90 3.03
H 0.14 -2.85 2.21
H -2.89 -0.83 0.48
B 3.20 -3.29 1.03
C 2.13 -2.15 0.89
N 1.40 -1.26 0.85
H 3.62 -3.22 2.17
H 2.67 -4.36 0.82
H 4.08 -3.06 0.22
S 0.72 0.70 3.14
```

Output
- Multiplicity: 4
- Total charge: -2
- ⟨S²⟩: 3.84


Calculated total energy (computed, eV): -933872.86340 -94933.19884